Formula: C22H31N5O2S
Source: the OMol25 dataset
Level of theory: wB97M-V/def2-TZVPD

Calculated values
ΔE to the lowest compared entry with this formula, charge and spin, kcal per mole: 440.66
HOMO level, Eh: -0.305
LUMO, eV: 0.24

ORCA input file:
```
! RIJCOSX wB97M-V def2-TZVPD def2/J DEFGRID3
* xyz 0 1
C -4.013 -0.765 -1.590
C -4.230 0.431 -0.806
H -5.305 0.623 -0.709
H -3.886 0.272 0.160
C -3.819 1.561 -1.573
C -2.419 1.698 -1.302
N -1.663 1.265 -2.118
N -0.302 1.521 -2.114
C -0.124 2.006 -0.907
N 1.210 2.123 -0.289
C 1.306 2.641 1.063
O 0.341 2.770 1.697
C 2.838 2.193 1.363
H 2.910 2.884 2.515
C 3.283 0.899 1.358
C 3.536 0.398 0.201
O 3.741 1.063 -0.798
N 3.797 -0.939 -0.032
C 3.591 -1.851 0.725
H 4.312 -2.592 0.977
C 2.205 -2.707 0.132
N 1.497 -1.748 -0.598
C 2.438 -1.575 -1.878
C 3.818 -1.310 -1.311
H 4.518 -2.074 -1.754
H 4.400 -0.559 -2.120
H 2.040 -1.050 -2.520
H 2.487 -2.437 -2.594
C 0.171 -2.261 -0.949
C -0.644 -1.949 0.156
C -0.368 -0.724 0.859
C -1.253 -0.477 1.807
C -2.371 -1.109 2.179
C -2.713 -2.362 1.321
C -1.887 -2.694 0.312
C -2.189 -3.598 -0.512
H -1.464 -4.590 -0.633
H -3.197 -4.180 0.021
H -2.309 -3.466 -1.581
H -3.722 -2.657 1.608
C -3.252 -0.824 3.422
H -3.229 -1.221 4.413
H -4.463 -1.014 3.031
H -3.291 0.175 3.499
H -1.077 0.466 2.471
H 0.689 -0.355 0.709
H 0.016 -1.742 -1.884
H 0.318 -3.436 -1.302
H 1.566 -2.816 0.918
H 2.425 -3.601 -0.172
H 3.311 -1.523 1.736
H 2.548 0.338 1.894
H 4.392 0.893 1.985
H 3.501 2.870 0.886
H 2.095 1.890 -0.752
S -1.481 2.452 0.293
H -4.273 2.534 -0.949
H -4.229 1.804 -2.412
H -2.963 -0.737 -1.818
H -4.257 -1.692 -0.905
H -4.490 -0.746 -2.729
*
```